Entry 1:
C23H36N6O5PSY as an isolated structure. Source: the Open Molecules 2025 dataset; level of theory: wB97M-V/def2-TZVPD.

As for the spin multiplicity: 1. The calculation puts the HOMO-LUMO gap at 7.42 eV. The net charge is +2. As for the molecular weight: 628.53 g/mol. The calculation puts the total energy at -2380.36574 a.u. The value obtained for the energy above the lowest of the compared OMol25 structures with the same formula, charge and spin is 37.65 kcal per mole.

Each line ends with the Löwdin charge.
Element x y z (Å)
Y 0.54 0.05 -0.94  1.53
C 1.50 -2.17 1.47  -0.18
C 2.52 -1.04 1.45  -0.17
N 2.73 -0.49 0.10  -0.15
C 3.55 -1.29 -0.85  -0.23
C 2.94 -2.58 -1.40  -0.40
S 1.22 -2.56 -2.04  0.92
C 0.35 -3.68 -0.90  -0.42
C -0.44 -2.98 0.20  -0.26
N 0.26 -1.81 0.77  -0.16
H 1.29 -2.43 2.51  0.13
H 1.92 -3.06 1.01  0.10
H 3.46 -1.39 1.89  0.13
H 2.15 -0.23 2.08  0.12
H 3.24 0.38 0.21  0.13
H 4.50 -1.57 -0.38  0.13
H 3.77 -0.62 -1.68  0.11
H 3.00 -3.40 -0.68  0.07
H 3.56 -2.88 -2.25  0.09
H 1.08 -4.39 -0.50  0.08
H -0.33 -4.26 -1.52  0.09
H -0.69 -3.71 0.98  0.13
H -1.40 -2.63 -0.20  0.12
H -0.39 -1.40 1.44  0.06
C 0.16 3.21 2.73  -0.03
O -1.20 2.80 2.56  -0.16
C -1.74 3.15 1.34  -0.28
C -2.70 4.15 1.29  0.00
C -3.34 4.45 0.09  -0.06
C -2.98 3.76 -1.04  -0.03
C -2.02 2.74 -1.02  -0.13
C -1.61 2.18 -2.30  -0.04
N -0.75 1.24 -2.45  -0.11
N -0.37 0.96 -3.77  0.08
C 0.89 0.62 -3.82  -0.45
O 1.66 0.50 -2.75  -0.24
C 1.48 0.35 -5.14  -0.16
C 0.85 0.78 -6.31  -0.02
C 1.43 0.51 -7.54  -0.06
C 2.63 -0.19 -7.61  -0.07
C 3.26 -0.61 -6.45  -0.07
C 2.69 -0.34 -5.22  -0.03
C -1.39 2.40 0.20  -0.28
O -0.49 1.44 0.32  -0.24
H 0.48 2.85 3.71  0.09
H 0.23 4.29 2.69  0.10
H 0.79 2.77 1.96  0.08
H -2.93 4.70 2.20  0.13
H -4.08 5.23 0.05  0.12
H -3.44 4.00 -1.99  0.12
H -2.02 2.64 -3.20  0.14
H -0.08 1.32 -6.24  0.11
H 0.94 0.85 -8.44  0.11
H 3.07 -0.39 -8.58  0.11
H 4.20 -1.15 -6.51  0.11
H 3.19 -0.65 -4.31  0.10
N -3.45 0.87 2.68  0.16
C -2.83 0.67 4.03  -0.15
P -1.66 -0.75 3.88  0.46
O -2.01 -1.33 2.54  -0.34
O -0.25 -0.41 4.25  -0.33
C -2.10 -1.95 5.25  -0.16
N -0.94 -1.92 6.21  0.13
H -4.47 0.96 2.72  0.17
H -3.20 0.03 2.13  0.12
H -3.08 1.70 2.19  0.12
H -3.63 0.47 4.75  0.10
H -2.30 1.58 4.31  0.10
H -2.18 -2.95 4.82  0.11
H -3.03 -1.73 5.77  0.10
H -0.23 -1.32 5.70  0.11
H -0.57 -2.84 6.41  0.17
H -1.18 -1.48 7.10  0.17



Entry 2:
One molecule with the formula C4H8Cl. Source: the Open Molecules 2025 dataset; level of theory: wB97M-V/def2-TZVPD.

As for the spin multiplicity: 2. As for the expectation value of S²: 0.82. The calculation puts the HOMO-LUMO gap (spin up / spin down) at 6.11 / 6.81 eV. As for the molecular weight: 91.56 g/mol. The calculation puts the total energy at -617.15909 a.u. The value obtained for the energy above the lowest of the compared OMol25 structures with the same formula, charge and spin is 107.24 kcal per mole.

Each line ends with the Löwdin charge.
Element x y z (Å)
Cl -0.64 2.16 -0.61  0.69
H -0.80 0.95 -0.79  -0.22
C -0.53 -0.60 -0.08  -0.39
H -1.60 -0.79 0.05  0.10
C 0.14 -1.46 -1.07  -0.17
C 0.21 0.03 0.95  -0.22
C 0.37 1.48 1.08  -0.23
H -0.50 -1.64 -1.96  0.08
H 1.09 -1.03 -1.45  0.08
H 0.37 -2.42 -0.60  0.06
H 0.69 -0.56 1.70  0.10
H -0.17 1.97 1.87  0.06
H 1.36 1.90 0.91  0.07



Entry 3:
One molecule with the formula C16H15N5O5. Source: the Open Molecules 2025 dataset; level of theory: wB97M-V/def2-TZVPD.

As for the spin multiplicity: 1. The calculation puts the HOMO-LUMO gap at 8.60 eV. As for the molecular weight: 357.33 g/mol. The calculation puts the total energy at -1268.57682 a.u. The SMILES is NC(=O)c1c(C(=O)N2CC(=O)N3CCc4ccccc4[C@@H]3C2)no[n+]1[O-]. The value obtained for the energy above the lowest of the compared OMol25 structures with the same formula, charge and spin is 65.20 kcal per mole.

Each line ends with the Löwdin charge.
Element x y z (Å)
N 5.25 1.76 -0.99  0.18
C 4.22 1.38 -0.17  -0.47
O 4.32 0.24 0.22  0.09
C 3.08 2.19 0.17  -0.03
C 2.06 1.82 1.17  -0.10
C 2.04 0.69 2.15  -0.37
O 2.86 0.75 3.05  0.09
N 1.24 -0.46 2.03  0.00
C 1.33 -1.53 3.06  0.00
C 0.32 -2.66 2.91  -0.41
O 0.53 -3.70 3.51  0.06
N -0.68 -2.60 1.97  0.01
C -1.66 -3.68 1.74  -0.11
C -1.99 -3.73 0.25  -0.12
C -2.59 -2.41 -0.19  -0.17
C -3.70 -2.42 -1.04  -0.03
C -4.34 -1.19 -1.35  -0.06
C -3.78 0.01 -0.84  -0.08
C -2.73 -0.02 0.05  -0.05
C -2.12 -1.22 0.38  -0.12
C -1.04 -1.26 1.46  -0.20
C 0.24 -0.64 0.95  -0.08
N 1.06 2.67 1.15  0.17
O 1.38 3.65 0.19  0.06
N 2.69 3.36 -0.29  -0.17
O 3.22 3.97 -1.21  0.06
H 6.04 1.14 -0.95  0.12
H 5.31 2.73 -1.32  0.10
H 1.25 -1.12 4.07  0.14
H 2.31 -2.02 2.92  0.15
H -1.23 -4.63 1.99  0.11
H -2.60 -3.58 2.33  0.14
H -1.11 -3.96 -0.36  0.13
H -2.72 -4.54 0.01  0.13
H -4.10 -3.35 -1.42  0.11
H -5.19 -1.16 -2.02  0.10
H -4.29 0.95 -1.04  0.10
H -2.36 0.93 0.41  0.12
H -1.45 -0.71 2.29  0.16
H 0.67 -1.27 0.15  0.15
H 0.11 0.34 0.42  0.12



spin multiplicity of number 1 (C23H36N6O5PSY)? 1



Please write out number 3 again, unchanged.
One molecule with the formula C16H15N5O5. Source: the Open Molecules 2025 dataset; level of theory: wB97M-V/def2-TZVPD.

As for the spin multiplicity: 1. The calculation puts the HOMO-LUMO gap at 8.60 eV. As for the molecular weight: 357.33 g/mol. The calculation puts the total energy at -1268.57682 a.u. The SMILES is NC(=O)c1c(C(=O)N2CC(=O)N3CCc4ccccc4[C@@H]3C2)no[n+]1[O-]. The value obtained for the energy above the lowest of the compared OMol25 structures with the same formula, charge and spin is 65.20 kcal per mole.

Each line ends with the Löwdin charge.
Element x y z (Å)
N 5.25 1.76 -0.99  0.18
C 4.22 1.38 -0.17  -0.47
O 4.32 0.24 0.22  0.09
C 3.08 2.19 0.17  -0.03
C 2.06 1.82 1.17  -0.10
C 2.04 0.69 2.15  -0.37
O 2.86 0.75 3.05  0.09
N 1.24 -0.46 2.03  0.00
C 1.33 -1.53 3.06  0.00
C 0.32 -2.66 2.91  -0.41
O 0.53 -3.70 3.51  0.06
N -0.68 -2.60 1.97  0.01
C -1.66 -3.68 1.74  -0.11
C -1.99 -3.73 0.25  -0.12
C -2.59 -2.41 -0.19  -0.17
C -3.70 -2.42 -1.04  -0.03
C -4.34 -1.19 -1.35  -0.06
C -3.78 0.01 -0.84  -0.08
C -2.73 -0.02 0.05  -0.05
C -2.12 -1.22 0.38  -0.12
C -1.04 -1.26 1.46  -0.20
C 0.24 -0.64 0.95  -0.08
N 1.06 2.67 1.15  0.17
O 1.38 3.65 0.19  0.06
N 2.69 3.36 -0.29  -0.17
O 3.22 3.97 -1.21  0.06
H 6.04 1.14 -0.95  0.12
H 5.31 2.73 -1.32  0.10
H 1.25 -1.12 4.07  0.14
H 2.31 -2.02 2.92  0.15
H -1.23 -4.63 1.99  0.11
H -2.60 -3.58 2.33  0.14
H -1.11 -3.96 -0.36  0.13
H -2.72 -4.54 0.01  0.13
H -4.10 -3.35 -1.42  0.11
H -5.19 -1.16 -2.02  0.10
H -4.29 0.95 -1.04  0.10
H -2.36 0.93 0.41  0.12
H -1.45 -0.71 2.29  0.16
H 0.67 -1.27 0.15  0.15
H 0.11 0.34 0.42  0.12



Repeat the first record exactly.
C23H36N6O5PSY as an isolated structure. Source: the Open Molecules 2025 dataset; level of theory: wB97M-V/def2-TZVPD.

As for the spin multiplicity: 1. The calculation puts the HOMO-LUMO gap at 7.42 eV. The net charge is +2. As for the molecular weight: 628.53 g/mol. The calculation puts the total energy at -2380.36574 a.u. The value obtained for the energy above the lowest of the compared OMol25 structures with the same formula, charge and spin is 37.65 kcal per mole.

Each line ends with the Löwdin charge.
Element x y z (Å)
Y 0.54 0.05 -0.94  1.53
C 1.50 -2.17 1.47  -0.18
C 2.52 -1.04 1.45  -0.17
N 2.73 -0.49 0.10  -0.15
C 3.55 -1.29 -0.85  -0.23
C 2.94 -2.58 -1.40  -0.40
S 1.22 -2.56 -2.04  0.92
C 0.35 -3.68 -0.90  -0.42
C -0.44 -2.98 0.20  -0.26
N 0.26 -1.81 0.77  -0.16
H 1.29 -2.43 2.51  0.13
H 1.92 -3.06 1.01  0.10
H 3.46 -1.39 1.89  0.13
H 2.15 -0.23 2.08  0.12
H 3.24 0.38 0.21  0.13
H 4.50 -1.57 -0.38  0.13
H 3.77 -0.62 -1.68  0.11
H 3.00 -3.40 -0.68  0.07
H 3.56 -2.88 -2.25  0.09
H 1.08 -4.39 -0.50  0.08
H -0.33 -4.26 -1.52  0.09
H -0.69 -3.71 0.98  0.13
H -1.40 -2.63 -0.20  0.12
H -0.39 -1.40 1.44  0.06
C 0.16 3.21 2.73  -0.03
O -1.20 2.80 2.56  -0.16
C -1.74 3.15 1.34  -0.28
C -2.70 4.15 1.29  0.00
C -3.34 4.45 0.09  -0.06
C -2.98 3.76 -1.04  -0.03
C -2.02 2.74 -1.02  -0.13
C -1.61 2.18 -2.30  -0.04
N -0.75 1.24 -2.45  -0.11
N -0.37 0.96 -3.77  0.08
C 0.89 0.62 -3.82  -0.45
O 1.66 0.50 -2.75  -0.24
C 1.48 0.35 -5.14  -0.16
C 0.85 0.78 -6.31  -0.02
C 1.43 0.51 -7.54  -0.06
C 2.63 -0.19 -7.61  -0.07
C 3.26 -0.61 -6.45  -0.07
C 2.69 -0.34 -5.22  -0.03
C -1.39 2.40 0.20  -0.28
O -0.49 1.44 0.32  -0.24
H 0.48 2.85 3.71  0.09
H 0.23 4.29 2.69  0.10
H 0.79 2.77 1.96  0.08
H -2.93 4.70 2.20  0.13
H -4.08 5.23 0.05  0.12
H -3.44 4.00 -1.99  0.12
H -2.02 2.64 -3.20  0.14
H -0.08 1.32 -6.24  0.11
H 0.94 0.85 -8.44  0.11
H 3.07 -0.39 -8.58  0.11
H 4.20 -1.15 -6.51  0.11
H 3.19 -0.65 -4.31  0.10
N -3.45 0.87 2.68  0.16
C -2.83 0.67 4.03  -0.15
P -1.66 -0.75 3.88  0.46
O -2.01 -1.33 2.54  -0.34
O -0.25 -0.41 4.25  -0.33
C -2.10 -1.95 5.25  -0.16
N -0.94 -1.92 6.21  0.13
H -4.47 0.96 2.72  0.17
H -3.20 0.03 2.13  0.12
H -3.08 1.70 2.19  0.12
H -3.63 0.47 4.75  0.10
H -2.30 1.58 4.31  0.10
H -2.18 -2.95 4.82  0.11
H -3.03 -1.73 5.77  0.10
H -0.23 -1.32 5.70  0.11
H -0.57 -2.84 6.41  0.17
H -1.18 -1.48 7.10  0.17



Repeat the third record exactly.
One molecule with the formula C16H15N5O5. Source: the Open Molecules 2025 dataset; level of theory: wB97M-V/def2-TZVPD.

As for the spin multiplicity: 1. The calculation puts the HOMO-LUMO gap at 8.60 eV. As for the molecular weight: 357.33 g/mol. The calculation puts the total energy at -1268.57682 a.u. The SMILES is NC(=O)c1c(C(=O)N2CC(=O)N3CCc4ccccc4[C@@H]3C2)no[n+]1[O-]. The value obtained for the energy above the lowest of the compared OMol25 structures with the same formula, charge and spin is 65.20 kcal per mole.

Each line ends with the Löwdin charge.
Element x y z (Å)
N 5.25 1.76 -0.99  0.18
C 4.22 1.38 -0.17  -0.47
O 4.32 0.24 0.22  0.09
C 3.08 2.19 0.17  -0.03
C 2.06 1.82 1.17  -0.10
C 2.04 0.69 2.15  -0.37
O 2.86 0.75 3.05  0.09
N 1.24 -0.46 2.03  0.00
C 1.33 -1.53 3.06  0.00
C 0.32 -2.66 2.91  -0.41
O 0.53 -3.70 3.51  0.06
N -0.68 -2.60 1.97  0.01
C -1.66 -3.68 1.74  -0.11
C -1.99 -3.73 0.25  -0.12
C -2.59 -2.41 -0.19  -0.17
C -3.70 -2.42 -1.04  -0.03
C -4.34 -1.19 -1.35  -0.06
C -3.78 0.01 -0.84  -0.08
C -2.73 -0.02 0.05  -0.05
C -2.12 -1.22 0.38  -0.12
C -1.04 -1.26 1.46  -0.20
C 0.24 -0.64 0.95  -0.08
N 1.06 2.67 1.15  0.17
O 1.38 3.65 0.19  0.06
N 2.69 3.36 -0.29  -0.17
O 3.22 3.97 -1.21  0.06
H 6.04 1.14 -0.95  0.12
H 5.31 2.73 -1.32  0.10
H 1.25 -1.12 4.07  0.14
H 2.31 -2.02 2.92  0.15
H -1.23 -4.63 1.99  0.11
H -2.60 -3.58 2.33  0.14
H -1.11 -3.96 -0.36  0.13
H -2.72 -4.54 0.01  0.13
H -4.10 -3.35 -1.42  0.11
H -5.19 -1.16 -2.02  0.10
H -4.29 0.95 -1.04  0.10
H -2.36 0.93 0.41  0.12
H -1.45 -0.71 2.29  0.16
H 0.67 -1.27 0.15  0.15
H 0.11 0.34 0.42  0.12